[1]
# C31H38F32NO6

A 5-piece molecular cluster, C31H38F32NO6 overall in a non-equilibrium geometry (ωB97M-V/def2-TZVPD, the OMol25 dataset).

Geometry as XYZ:
```
108
Properties=species:S:1:pos:R:3:forces:R:3:mulliken_spin:R:1
C -0.19914 -0.92977 0.98470 0.54 -0.69 -0.49 0.002
C 1.10760 -1.89448 0.76301 0.70 0.91 -0.71 0.006
C 2.53225 -1.01861 0.72936 -0.19 -1.89 0.67 -0.020
O 3.56714 -2.01912 0.30343 -0.70 0.16 0.71 0.001
C 2.53385 0.14908 -0.40697 0.31 -0.39 -0.71 0.022
C 2.66043 1.68428 0.11322 -1.38 1.71 -2.09 0.022
C 1.17590 2.40570 -0.15628 0.29 -0.59 -1.33 -0.015
C 3.71729 2.50595 -0.87676 -0.79 0.19 -0.71 0.031
N 3.00064 1.88631 1.56355 -1.97 -1.45 0.49 0.357
O 1.93929 2.19338 2.32868 2.58 -0.48 -1.42 0.571
C 3.86564 0.79880 2.14867 0.80 -0.40 3.02 -0.011
C 4.16543 1.25597 3.72954 -0.16 -0.25 -0.46 0.006
C 5.33576 0.61041 1.45365 -0.01 -1.19 -0.08 0.002
C 2.95140 -0.55620 2.24068 -0.76 0.10 -0.49 0.058
H -1.12875 -1.64279 1.15523 1.79 1.80 -0.35 0.001
H -0.02946 -0.20681 1.88909 -0.49 -1.41 -1.66 -0.001
H -0.31288 -0.28194 -0.00616 -0.06 -1.44 2.25 0.000
H 1.05546 -2.41266 -0.30841 0.01 1.01 2.37 -0.001
H 1.23421 -2.72271 1.58519 -0.39 1.64 -1.51 -0.002
H 3.56913 -2.80418 0.92594 -0.30 1.57 -0.91 0.000
H 3.43499 -0.03690 -1.16505 -1.88 0.11 1.84 -0.003
H 1.55487 0.06494 -1.08485 2.12 0.16 1.64 0.004
H 1.18282 3.55687 0.07913 -0.04 -2.46 -0.16 -0.002
H 0.28835 1.81642 0.34260 1.96 1.48 -0.66 0.008
H 1.00323 2.30110 -1.33242 0.43 0.18 2.67 -0.002
H 4.09373 3.52073 -0.40382 -0.62 -2.29 -0.76 -0.010
H 4.58387 1.82320 -1.28160 -1.50 1.48 1.10 -0.005
H 3.08789 2.82581 -1.83806 1.38 -0.76 2.03 0.002
H 4.49048 2.40358 3.71269 -0.70 -2.62 0.27 -0.002
H 3.18132 1.08672 4.38224 2.29 0.60 -1.49 0.001
H 5.03061 0.55493 4.14772 -1.82 1.66 -0.86 0.000
H 5.26435 0.16061 0.35326 0.18 1.25 2.36 -0.002
H 5.99979 1.57391 1.51998 -1.55 -1.71 -0.31 -0.002
H 5.91725 -0.22403 2.07901 -1.42 1.80 -1.29 -0.001
H 1.93004 -0.37124 2.83023 2.40 0.12 -1.16 -0.011
H 3.48794 -1.43348 2.84690 -0.93 1.89 -1.63 -0.002
C -2.92447 -5.62554 4.13395 0.45 -0.95 -0.46 0.000
C -4.06305 -5.39301 5.13869 0.70 -0.29 0.67 0.000
C -5.02185 -4.26596 4.77337 -0.90 0.30 0.12 0.000
F -4.40083 -3.06479 4.70217 -0.42 -0.26 0.12 0.000
F -5.99052 -4.13462 5.71964 0.11 -0.28 0.11 0.000
F -3.53447 -5.21422 6.37905 -0.24 0.13 -0.33 0.000
F -4.78412 -6.55756 5.20889 -0.08 0.46 -0.37 0.000
O -1.66875 -5.02039 4.45356 -0.57 1.88 -0.12 0.000
C -1.52938 -3.65649 4.05979 -0.33 -1.90 -0.99 0.000
C -1.35601 -2.70864 5.25312 -0.04 0.59 0.84 0.000
F -2.40854 -2.77942 6.10667 0.53 -0.18 -0.32 0.000
F -1.27671 -1.41423 4.84363 0.05 -0.46 -0.34 0.000
F -2.56680 -3.31472 3.25946 0.86 0.40 0.14 0.000
F -0.42043 -3.61047 3.27246 -0.21 0.30 0.64 0.000
H -2.71513 -6.70238 4.14686 -0.03 0.26 0.27 0.000
H -3.22767 -5.42053 3.09974 -0.08 0.19 0.36 0.000
H -5.51711 -4.45709 3.81829 0.33 -0.24 0.52 0.000
H -0.44918 -2.94750 5.81596 0.00 -0.15 -0.21 0.000
C 6.86255 -0.21455 -3.58397 -0.34 -0.54 0.94 0.000
C 6.16029 0.20380 -4.88464 -0.47 0.66 0.69 0.000
C 6.98112 -0.00129 -6.15239 0.12 0.11 -1.14 0.000
F 8.12224 0.72766 -6.15017 -0.51 -0.26 -0.24 0.000
F 6.27999 0.39838 -7.24769 -0.17 -0.10 0.36 0.000
F 5.73632 1.49095 -4.76914 0.26 -0.35 -0.24 0.000
F 5.02087 -0.55230 -4.98987 0.55 -0.13 -0.21 0.000
O 7.49181 0.83390 -2.84235 1.29 0.45 -1.34 0.000
C 8.81166 1.17365 -3.26334 -0.85 -1.75 0.87 0.000
C 8.91404 2.60806 -3.79677 -0.02 0.91 -0.46 0.000
F 8.08616 2.81057 -4.85269 0.17 -0.10 0.59 0.000
F 10.17261 2.87966 -4.23461 -0.18 -0.44 0.32 0.000
F 9.24999 0.24770 -4.14882 0.43 0.66 0.53 0.000
F 9.59800 1.03684 -2.16119 -0.23 0.55 -0.50 0.000
H 6.07725 -0.58458 -2.91320 0.03 0.29 -0.19 0.000
H 7.52809 -1.07547 -3.72338 -0.08 0.34 -0.22 0.000
H 7.24208 -1.05299 -6.29316 -0.06 -0.06 0.18 0.000
H 8.65524 3.33483 -3.02153 0.00 -0.24 0.11 0.000
C -7.92578 -2.92466 1.83633 -0.17 0.61 0.97 0.000
C -6.94080 -3.98972 1.33096 -0.93 -0.56 0.42 0.000
C -6.52827 -3.84195 -0.12882 0.54 -0.34 -1.02 0.000
F -7.58100 -3.94563 -0.97413 0.63 -0.09 0.28 0.000
F -5.66033 -4.82756 -0.48414 -0.04 0.08 0.42 0.000
F -7.45186 -5.22509 1.58102 0.28 0.36 -0.27 0.000
F -5.81121 -3.89416 2.10292 0.01 0.43 -0.94 0.000
O -9.30645 -3.29731 1.84596 -0.05 -0.22 -1.87 0.000
C -9.99513 -3.12450 0.60881 0.80 1.40 1.34 0.000
C -10.49117 -4.44896 0.01527 -0.25 -0.90 -0.42 0.000
F -9.46873 -5.31319 -0.20633 -0.37 0.33 0.32 0.000
F -11.09756 -4.25135 -1.18586 0.17 0.39 0.42 0.000
F -9.21129 -2.42346 -0.24425 -0.90 -0.20 0.03 0.000
F -11.05690 -2.31978 0.88601 0.19 -0.75 -0.26 0.000
H -7.68507 -2.75694 2.89344 -0.07 -0.28 -0.17 0.000
H -7.76755 -1.94733 1.36373 0.02 -0.39 -0.14 0.000
H -6.03252 -2.88491 -0.30860 -0.04 0.08 0.18 0.000
H -11.20525 -4.93653 0.68500 0.06 0.24 0.10 0.000
C -2.07958 6.27612 -1.47790 -0.67 0.32 0.86 0.000
C -1.32869 4.98588 -1.84037 -1.01 -0.32 -0.11 0.000
C 0.07069 5.19475 -2.40703 0.93 -0.34 -0.46 0.000
F 0.05780 5.89911 -3.56342 0.19 -0.45 0.41 0.000
F 0.65318 4.00040 -2.69896 -0.33 0.16 0.03 0.000
F -2.09891 4.24142 -2.67846 0.43 0.22 0.09 0.000
F -1.21491 4.24782 -0.69000 0.32 0.45 -0.25 0.000
O -3.00408 6.76263 -2.45453 1.32 0.35 -1.35 0.000
C -2.43634 7.56686 -3.48679 -0.22 0.27 2.10 0.000
C -2.57114 6.93169 -4.87636 -0.01 -0.51 -0.88 0.000
F -1.97100 5.71593 -4.93226 -0.41 0.42 0.16 0.000
F -1.97574 7.70080 -5.82685 -0.13 0.13 0.55 0.000
F -1.15593 7.86777 -3.16493 -0.62 0.36 -0.61 0.000
F -3.11583 8.74540 -3.45319 0.14 -0.60 -0.49 0.000
H -2.70646 6.03625 -0.61011 0.06 -0.17 -0.33 0.000
H -1.40890 7.06617 -1.11794 0.02 -0.28 -0.31 0.000
H 0.71713 5.71169 -1.69367 -0.14 0.04 0.13 0.000
H -3.62243 6.80126 -5.14832 0.01 0.13 0.23 0.000
```
Forces are in eV/Å.

The HOMO-LUMO gap (spin up / spin down) is 0.3325 / 0.3521 Ha. The electronic energy comes out at -4905.66225 a.u. Its HOMO energy (spin up / spin down) is -0.320 / -0.354 Eh. As for the spin multiplicity: 2. The value obtained for the lowest unoccupied orbital energy (spin up / spin down) is 0.34 / -0.06 eV.

[2]
# C35H28BrCl2IrN5

C35H28BrCl2IrN5 as an isolated structure (ωB97M-V/def2-TZVPD, the OMol25 dataset).

Geometry as XYZ:
```
72
Properties=species:S:1:pos:R:3:forces:R:3:mulliken_spin:R:1
Ir -0.39558 -1.21111 0.60714 0.27 -0.20 -0.22 2.587
Br 1.10733 -3.25083 2.39354 0.02 0.04 -0.02 0.078
C 1.10284 -4.45702 0.93142 0.00 0.00 0.00 -0.031
C 1.93503 -5.53434 1.03382 -0.02 0.02 -0.03 0.013
C 1.94012 -6.51318 0.02319 -0.01 0.01 0.02 -0.016
C 1.09604 -6.38767 -1.03764 0.00 0.01 0.00 0.017
C 0.22901 -5.27435 -1.15308 -0.01 -0.02 -0.02 -0.015
C -0.64557 -5.18306 -2.26320 0.00 0.00 0.01 0.073
C -1.48631 -4.12054 -2.38783 0.00 0.00 0.00 -0.043
C -1.46017 -3.08793 -1.42825 -0.01 -0.03 0.01 -0.044
C -0.62149 -3.09715 -0.33108 -0.14 0.11 0.08 0.323
C 0.22436 -4.24749 -0.16672 0.02 0.01 0.03 0.051
H 2.57912 -5.63603 1.89543 0.01 0.00 0.01 0.001
H 2.60399 -7.36259 0.10608 0.02 -0.02 0.00 -0.001
H 1.07382 -7.14005 -1.81606 -0.01 -0.01 -0.02 0.001
H -0.63213 -5.97562 -3.00084 0.00 -0.02 -0.01 0.005
H -2.16391 -4.05363 -3.22996 -0.02 0.00 -0.01 -0.002
H -2.12342 -2.24647 -1.58387 0.00 0.01 -0.01 -0.009
Cl -1.14180 -2.03210 4.68837 -0.01 0.00 0.00 0.027
C -1.87247 -0.48935 4.50558 0.01 -0.02 0.12 0.225
C -2.50303 0.09082 5.57722 0.02 -0.02 -0.03 -0.110
C -3.10103 1.34179 5.44342 -0.01 0.00 0.00 0.257
C -3.06111 2.01653 4.22477 0.02 0.01 -0.05 -0.107
C -2.43906 1.44427 3.14472 -0.13 0.16 0.04 0.205
Cl -2.36882 2.32019 1.65925 -0.07 0.00 -0.01 0.025
C -1.81246 0.14546 3.20859 0.08 0.00 -0.09 0.097
N -1.23042 -0.39357 2.18882 -0.12 -0.13 0.17 0.876
H -2.52608 -0.43403 6.52114 0.00 -0.01 0.02 0.000
H -3.59313 1.79556 6.29135 -0.01 0.01 0.02 0.022
H -3.50792 2.99500 4.12056 -0.01 0.01 0.00 0.001
N -0.79155 7.23495 -6.10490 0.00 0.01 -0.01 0.000
C -0.99432 6.32354 -5.43612 0.00 0.00 0.01 -0.001
C -1.24988 5.18429 -4.59735 0.00 0.00 0.00 0.001
C -0.31965 4.80912 -3.63098 -0.03 0.00 -0.03 0.000
C -0.57063 3.72108 -2.81683 -0.05 0.01 0.00 0.001
C -1.74471 2.99587 -2.98312 0.00 0.04 -0.04 -0.001
C -2.67354 3.36110 -3.94969 0.05 0.00 0.00 0.001
C -2.42928 4.46027 -4.75130 0.03 0.00 0.01 0.000
N -1.99718 1.87572 -2.15564 -0.01 -0.06 0.04 0.002
C -3.22580 1.43235 -1.70603 -0.06 -0.01 0.05 0.022
C -2.97347 0.35343 -0.92260 -0.02 -0.04 -0.17 -0.006
N -1.62231 0.11214 -0.90212 0.12 0.11 0.07 0.070
C -1.06545 1.03673 -1.64009 0.06 -0.02 0.03 -0.015
H 0.58921 5.38044 -3.50864 0.02 0.01 0.00 0.000
H 0.13206 3.45401 -2.04031 0.01 -0.02 0.02 -0.001
H -3.57277 2.77842 -4.08996 -0.01 -0.02 0.01 0.000
H -3.14463 4.75250 -5.50693 0.00 0.01 -0.01 0.000
H -4.13956 1.94605 -1.93766 -0.04 0.03 -0.02 0.002
H -3.66346 -0.25920 -0.37062 -0.03 -0.01 0.04 -0.014
H -0.01078 1.11638 -1.84283 0.06 0.01 0.02 -0.004
C 3.52891 2.28938 2.37462 0.07 0.01 -0.04 0.000
N 2.28415 1.59554 2.61369 -0.07 0.07 0.06 -0.002
C 1.17182 2.21404 1.92559 -0.01 0.01 0.07 0.018
C 2.33957 0.15101 2.40753 -0.05 -0.16 -0.02 0.066
C 2.62578 -0.28728 0.98442 0.00 0.15 0.03 0.119
C 3.94192 -0.26610 0.52851 0.01 0.00 0.03 -0.016
C 4.25884 -0.55404 -0.79032 0.01 -0.01 -0.02 0.040
C 3.24564 -0.86863 -1.68195 -0.02 0.02 0.02 -0.013
C 1.93382 -0.91947 -1.22986 0.04 -0.02 -0.02 0.023
C 1.59393 -0.64250 0.10271 -0.18 -0.09 -0.07 0.233
H 3.44995 3.30887 2.75595 -0.01 0.02 0.00 0.000
H 3.81323 2.34526 1.31205 -0.01 -0.01 -0.01 0.001
H 4.33661 1.78976 2.91195 0.01 0.00 0.01 0.000
H 1.17224 3.28588 2.12828 -0.02 0.03 0.04 0.002
H 0.23329 1.79624 2.29073 0.09 -0.01 -0.05 -0.007
H 1.19827 2.07329 0.83312 0.02 0.01 -0.06 -0.003
H 1.37041 -0.24657 2.71709 0.05 -0.05 0.01 -0.036
H 3.09789 -0.25914 3.07962 0.04 0.04 0.02 0.003
H 4.73854 -0.02715 1.22409 0.01 0.00 0.02 0.002
H 5.29081 -0.54133 -1.11622 0.02 0.01 -0.01 0.003
H 3.47542 -1.10205 -2.71388 0.00 0.00 -0.03 -0.001
H 1.16089 -1.22571 -1.92987 -0.02 -0.01 0.00 0.007
```
Forces are in eV/Å.

The HOMO-LUMO gap (spin up / spin down) is 0.2091 / 0.2104 Ha. The electronic energy comes out at -5222.84815 a.u. Its HOMO energy (spin up / spin down) is -0.222 / -0.288 Eh. As for the spin multiplicity: 6. The value obtained for the lowest unoccupied orbital energy (spin up / spin down) is -0.36 / -2.10 eV.

[3]
# C5H9N

The molecule C5H9N in a non-equilibrium geometry (ωB97M-V/def2-TZVPD, the OMol25 dataset).

Geometry as XYZ:
```
15
Properties=species:S:1:pos:R:3:forces:R:3:nbo_charge:R:1
C -0.30457 0.44189 -2.90846 0.74 -0.13 0.18 -0.387
C -0.88006 0.16203 -1.74361 -1.03 0.18 -0.01 -0.202
C -0.21978 -0.28292 -0.52435 0.33 -0.73 -0.63 -0.236
C -0.67527 -0.02633 0.69772 -0.09 -0.80 -0.17 -0.176
C 0.11505 -0.30071 1.94292 -0.58 0.28 0.30 -0.253
N 1.55927 -0.30112 1.74094 0.10 -0.15 -0.08 -0.827
H -0.71811 1.15204 -3.61042 -0.47 -0.55 -0.30 0.203
H 0.69015 0.06713 -3.12994 0.18 0.36 0.15 0.187
H -1.94085 0.37937 -1.64726 0.02 0.54 0.22 0.191
H 0.69063 -0.85715 -0.66526 0.49 0.62 0.18 0.217
H -1.74567 0.13932 0.81250 0.20 0.80 0.13 0.201
H -0.27468 -1.26535 2.29536 0.53 -0.02 0.28 0.201
H -0.14234 0.44555 2.70822 -0.37 -0.11 -0.08 0.172
H 2.01649 -0.36687 2.64306 0.00 -0.21 -0.01 0.356
H 1.82974 0.61313 1.38858 -0.05 -0.10 -0.17 0.354
```
Forces are in eV/Å.

The HOMO-LUMO gap is 0.3497 Ha. The electronic energy comes out at -250.60327 a.u. The SMILES is C=C/C=C/CN. Its HOMO energy is -0.310 Eh. The value obtained for the lowest unoccupied orbital energy is 1.08 eV.